Entry 1:
Formula: C3H8O3
Source: OMol25
Level of theory: wB97M-V/def2-TZVPD

Atoms and positions in Å:
O (-0.10755, -1.02953, 1.03047)
C (0.57612, -1.14790, -0.00441)
C (0.52154, 0.04779, -0.98022)
C (1.67130, 0.98258, -0.69817)
O (1.77160, 1.87627, -1.71980)
H (1.09821, -2.06721, -0.42499)
H (-0.48211, 0.51598, -0.86586)
H (0.63633, -0.31246, -2.03840)
H (2.63956, 0.36286, -0.59958)
H (1.39651, 1.53256, 0.26160)
H (0.90878, 2.33955, -1.67006)
H (-2.87424, -1.03992, 2.56722)
H (-4.19064, -1.50330, 1.96545)
O (-3.63232, -0.73710, 2.05200)

Forces on atoms 1 to 3 (eV/Å):
2.448 -1.363 -2.182
-2.908 1.446 0.682
-0.277 -1.819 -0.397

Results
Energy relative to the best compared isomer or geometry (same formula, charge and spin), kcal/mol: 46.2
Highest occupied orbital energy, hartree: -0.363
SMILES: O=CCCO.O
Total charge: 0
E_LUMO, eV: 0.71

Here are the Löwdin charges for atoms 1 to 5, given in e: O 0.01; C -0.22; C -0.18; C -0.35; O -0.06

---

Entry 2:
Formula: C24H29N3O4S
Source: OMol25
Level of theory: wB97M-V/def2-TZVPD

Atoms and positions in Å:
C (-3.71845, -3.47252, 2.12637)
H (-3.00472, -4.14960, 1.64618)
H (-4.53341, -4.05211, 2.55639)
H (-3.21230, -2.91417, 2.92043)
O (-4.31989, -2.60986, 1.19159)
C (-3.52856, -1.77097, 0.48434)
C (-2.16076, -1.67554, 0.61518)
C (-1.43543, -0.77392, -0.17450)
C (-2.11016, 0.03929, -1.09101)
C (-3.50124, -0.05604, -1.22253)
C (-4.21517, -0.94579, -0.45549)
O (-5.55988, -1.12396, -0.50249)
C (-6.29807, -0.34366, -1.41170)
H (-5.98712, -0.52925, -2.44465)
H (-6.20416, 0.72468, -1.19250)
H (-7.33521, -0.64931, -1.28521)
H (-3.97222, 0.59248, -1.94319)
C (-1.36368, 0.99581, -1.88533)
O (-1.84103, 1.75985, -2.70153)
N (0.01944, 1.00329, -1.64051)
C (0.57606, 0.14112, -0.74817)
N (-0.07620, -0.71219, -0.03979)
S (2.32309, 0.19923, -0.54944)
C (2.60012, -1.17657, 0.63977)
C (3.03842, -2.41177, -0.04573)
C (4.24064, -2.65092, -0.66297)
O (4.23041, -3.88783, -1.17878)
N (3.03474, -4.47542, -0.91695)
C (2.30815, -3.61890, -0.25133)
C (0.93302, -3.92925, 0.20495)
H (0.26225, -3.12104, -0.07851)
H (0.60366, -4.86233, -0.24164)
H (0.91643, -4.02730, 1.29019)
C (5.44714, -1.80569, -0.82946)
H (5.15708, -0.80664, -1.14928)
H (6.10570, -2.25297, -1.56838)
H (5.98282, -1.72085, 0.11582)
H (1.65028, -1.31503, 1.15156)
H (3.36655, -0.80440, 1.31965)
C (0.78376, 2.02437, -2.33161)
H (1.83570, 1.73552, -2.33015)
H (0.41319, 2.06678, -3.35961)
C (0.60048, 3.40007, -1.67129)
C (0.96632, 3.36804, -0.20950)
C (2.23227, 3.41911, 0.18249)
C (2.68169, 3.29699, 1.60472)
C (1.56800, 2.74577, 2.48911)
C (0.27574, 3.49963, 2.19971)
C (-0.16906, 3.22304, 0.76649)
H (-0.97629, 3.90519, 0.48548)
H (-0.57836, 2.20856, 0.70333)
H (-0.50963, 3.19838, 2.89577)
H (0.44906, 4.57013, 2.32738)
H (1.84058, 2.83999, 3.54204)
H (1.41983, 1.68570, 2.27091)
H (3.55948, 2.64676, 1.64798)
H (2.99301, 4.28190, 1.96945)
H (3.01802, 3.54398, -0.55088)
H (1.23439, 4.10821, -2.20727)
H (-0.43986, 3.70270, -1.79649)
H (-1.61660, -2.28080, 1.32058)

Forces on atoms 1 to 3 (eV/Å):
0.138 -0.166 0.191
-0.020 0.039 0.012
0.093 0.020 -0.006

Results
Energy relative to the best compared isomer or geometry (same formula, charge and spin), kcal/mol: 77.1
Highest occupied orbital energy, hartree: -0.290
SMILES: COc1cc2nc(SCc3c(C)noc3C)n(CCC3=CCCCC3)c(=O)c2cc1OC
Total charge: 0
E_LUMO, eV: 0.53

Here are the Löwdin charges for atoms 1 to 5, given in e: C -0.07; H 0.10; H 0.10; H 0.10; O -0.05

---

Entry 3:
Formula: C22H15ClN4O
Source: OMol25
Level of theory: wB97M-V/def2-TZVPD

Atoms and positions in Å:
O (-3.13017, -2.85634, 1.41175)
C (-2.16036, -2.25481, 1.00399)
N (-0.95866, -2.91004, 0.87200)
N (0.14707, -2.31225, 0.42834)
C (1.26876, -2.91031, 0.39092)
C (2.45112, -2.18669, -0.02815)
C (2.36673, -0.84045, -0.39835)
C (3.49630, -0.13407, -0.74935)
C (4.72973, -0.77290, -0.74160)
C (4.83536, -2.11016, -0.38839)
C (3.69937, -2.81006, -0.03214)
H (3.78090, -3.84954, 0.25046)
H (5.80005, -2.59280, -0.38931)
Cl (6.14684, 0.10788, -1.17683)
H (3.42870, 0.90690, -1.02449)
H (1.40028, -0.36294, -0.40111)
H (1.39026, -3.95557, 0.69775)
H (-0.94550, -3.89499, 1.15514)
C (-2.13476, -0.82218, 0.59555)
C (-1.10495, -0.00531, 0.99280)
C (-1.02186, 1.31093, 0.48525)
N (-1.93490, 1.81386, -0.31169)
C (-3.00148, 1.07014, -0.64674)
C (-3.98842, 1.65801, -1.46666)
C (-5.07812, 0.93466, -1.86084)
C (-5.22683, -0.40232, -1.45929)
C (-4.28698, -1.00412, -0.66775)
C (-3.15751, -0.28503, -0.23217)
H (-4.41331, -2.02632, -0.34724)
H (-6.09611, -0.95698, -1.78004)
H (-5.83440, 1.38661, -2.48574)
H (-3.84946, 2.68609, -1.76236)
C (0.15531, 2.14437, 0.75997)
C (0.52907, 3.13367, -0.15105)
C (1.67179, 3.87416, 0.08580)
C (2.41035, 3.59683, 1.22787)
N (2.05407, 2.68198, 2.11322)
C (0.95869, 1.98232, 1.88979)
H (0.70694, 1.27013, 2.66458)
H (3.32443, 4.13101, 1.45144)
H (1.98907, 4.64368, -0.60111)
H (-0.08115, 3.29328, -1.02701)
H (-0.33628, -0.37032, 1.65280)

Forces on atoms 1 to 3 (eV/Å):
-0.060 0.082 -0.005
0.119 -0.140 0.032
-0.089 -1.092 0.330

Results
Energy relative to the best compared isomer or geometry (same formula, charge and spin), kcal/mol: 1.6
Highest occupied orbital energy, hartree: -0.318
SMILES: O=C(N/N=C/c1ccc(Cl)cc1)c1cc(-c2cccnc2)nc2ccccc12
Total charge: 0
E_LUMO, eV: -0.43

Here are the Löwdin charges for atoms 1 to 5, given in e: O 0.09; C -0.40; N 0.07; N 0.03; C -0.08

---

Entry 4:
Formula: C11H14N2
Source: OMol25
Level of theory: wB97M-V/def2-TZVPD

Atoms and positions in Å:
C (-0.20155, 2.42781, 1.26856)
C (-1.64344, 1.99513, 0.87891)
C (-1.49098, 0.59590, 0.28243)
C (-1.31481, -0.45549, 1.42153)
C (0.06235, -0.05748, 2.00669)
C (0.59495, 1.07203, 0.97763)
C (0.55391, -0.26340, -0.97524)
C (-0.08620, -0.88676, -2.05864)
C (0.52781, -1.90982, -2.77418)
C (1.87201, -2.28324, -2.43054)
C (2.38616, -1.53717, -1.40489)
H (-0.14217, 2.66556, 2.33739)
H (0.08943, 3.27363, 0.59833)
H (-2.18180, 2.60861, 0.11433)
H (-2.29230, 1.94437, 1.94643)
H (-2.15855, 0.20612, -0.51327)
H (-1.28271, -1.49303, 1.12273)
H (-2.12165, -0.44112, 2.12156)
H (0.81031, -0.85031, 1.71063)
H (0.01691, 0.04983, 3.09249)
H (1.69095, 1.10443, 0.80566)
H (-1.08383, -0.57538, -2.32600)
H (-0.08524, -2.35803, -3.49541)
H (2.32097, -3.06173, -2.93715)
H (3.37653, -1.81500, -0.91494)
N (-0.07682, 0.64678, -0.22454)
N (1.85975, -0.60225, -0.63050)

Forces on atoms 1 to 3 (eV/Å):
0.430 -0.756 -0.773
-2.243 -0.154 2.145
0.996 -2.140 -0.420

Results
Energy relative to the best compared isomer or geometry (same formula, charge and spin), kcal/mol: 34.6
Highest occupied orbital energy, hartree: -0.291
SMILES: c1ccc(N2[C@H]3CC[C@@H]2CC3)nc1
Total charge: 0
E_LUMO, eV: 0.98

Here are the Löwdin charges for atoms 1 to 5, given in e: C -0.12; C -0.14; C -0.24; C -0.14; C -0.10

---

Entry 5:
Formula: C14H43FeO8
Source: OMol25
Level of theory: wB97M-V/def2-TZVPD

Atoms and positions in Å:
Fe (0.82831, -0.78520, -1.66575)
O (0.61913, -0.21191, 0.20775)
H (0.40519, 0.60593, 0.69755)
C (-3.03807, -0.77785, 2.75940)
C (-2.31203, -0.99915, 1.43259)
O (-1.02897, -1.62725, 1.60807)
H (-2.35345, -0.18260, 3.36362)
H (-3.24023, -1.70961, 3.28766)
H (-3.95767, -0.21381, 2.60347)
H (-2.16747, -0.00394, 1.01216)
H (-2.99827, -1.49373, 0.74517)
H (-0.32938, -1.09670, 1.21987)
C (3.08580, 2.41001, -1.15089)
C (3.49639, 0.97699, -0.72480)
O (2.83969, 0.07371, -1.59290)
H (2.00085, 2.49907, -1.09536)
H (3.36376, 2.56998, -2.19264)
H (3.53908, 3.20920, -0.56444)
H (3.24772, 0.78055, 0.31811)
H (4.57010, 0.81085, -0.81223)
H (3.52645, -0.31388, -2.14038)
C (-1.34849, 4.57015, 1.70932)
C (-1.70797, 3.16817, 1.13338)
O (-2.95924, 3.21479, 0.49448)
H (-0.40257, 4.59518, 2.25032)
H (-2.07504, 4.83991, 2.47578)
H (-1.31436, 5.32341, 0.92220)
H (-1.71438, 2.38976, 1.89636)
H (-0.95146, 2.86057, 0.41146)
H (-3.26746, 2.32289, 0.31807)
C (-2.05160, -3.87185, -1.82731)
C (-2.13088, -2.35527, -2.11798)
O (-1.09398, -1.84033, -1.41072)
H (-1.04067, -4.27930, -1.83849)
H (-2.68527, -4.28276, -2.61325)
H (-2.60891, -4.12153, -0.92445)
H (-3.09276, -1.95732, -1.79467)
H (-2.07826, -2.08500, -3.17263)
H (-1.31555, -1.91238, -0.47942)
C (-2.13579, 1.09450, -3.73884)
C (-1.76853, 1.09971, -2.27105)
O (-0.31253, 0.94680, -2.15884)
H (-1.69192, 1.97182, -4.20937)
H (-3.20077, 0.99976, -3.95082)
H (-1.70174, 0.22850, -4.23859)
H (-2.31510, 0.33341, -1.72140)
H (-1.97403, 2.08738, -1.85828)
H (0.09263, 1.72593, -2.54666)
C (3.73125, -3.25421, -0.49384)
C (2.43879, -2.79846, 0.04398)
O (1.60912, -2.70329, -1.09713)
H (4.11140, -2.49075, -1.17261)
H (3.66530, -4.15370, -1.10596)
H (4.43262, -3.45017, 0.31718)
H (2.66701, -1.86944, 0.56643)
H (2.04694, -3.50711, 0.77362)
H (1.53440, -3.57622, -1.48959)
C (1.29304, 1.60737, 3.08438)
C (1.39139, 0.13095, 3.49304)
O (2.05247, -0.62064, 2.44787)
H (2.32329, 1.91732, 2.90943)
H (0.77332, 2.23365, 3.80948)
H (0.75234, 1.67160, 2.14012)
H (0.40626, -0.30587, 3.65679)
H (1.91369, 0.00316, 4.44118)
H (1.60706, -0.42177, 1.62103)

Forces on atoms 1 to 3 (eV/Å):
-0.979 0.905 4.015
0.595 -0.474 -2.253
-0.076 0.218 -0.839

Results
Highest occupied orbital energy (spin up / spin down), hartree: -0.563 / -0.563
Total charge: +2
E_LUMO (spin up / spin down), eV: -7.44 / -10.37
Multiplicity: 6

Here are the Löwdin charges for atoms 1 to 5, given in e: Fe 1.31; O -0.23; H 0.05; C -0.05; C -0.30

---

Entry 6:
Formula: C29H25N3O2PS2Se2V
Source: OMol25
Level of theory: wB97M-V/def2-TZVPD

Atoms and positions in Å:
V (-0.69730, 0.53828, -0.51583)
Se (1.46733, -0.21315, -1.02783)
P (1.48691, 0.09593, 1.16089)
Se (-0.63965, 0.22699, 1.80045)
C (2.35463, -1.28141, 1.93030)
C (3.61344, -1.59147, 1.41356)
C (4.35689, -2.58551, 2.02276)
C (3.84779, -3.26128, 3.12603)
C (2.59260, -2.94767, 3.62881)
C (1.83456, -1.95378, 3.03088)
C (2.28965, 1.65342, 1.58248)
C (3.00481, 2.38481, 0.64101)
C (3.61896, 3.56239, 1.03736)
C (3.51094, 3.99605, 2.35131)
C (2.79524, 3.25807, 3.28678)
C (2.17708, 2.08046, 2.90600)
H (4.00511, -1.06066, 0.55343)
H (5.33539, -2.83629, 1.63653)
H (4.43340, -4.04145, 3.59287)
H (2.20465, -3.47855, 4.48726)
H (0.85322, -1.70630, 3.41736)
H (3.08183, 2.04168, -0.38306)
H (4.18260, 4.14454, 0.32089)
H (3.98937, 4.92012, 2.64724)
H (2.71953, 3.60036, 4.30985)
H (1.61294, 1.49554, 3.62414)
S (-2.71102, 1.82561, -0.73151)
C (-4.25306, 1.04313, -0.77796)
N (-5.34480, 1.74639, -1.01545)
C (-6.56054, 0.92461, -0.96862)
C (-5.98929, -0.49296, -0.76326)
N (-4.55338, -0.22941, -0.58145)
H (-5.35155, 2.73873, -1.18671)
H (-7.11962, 1.01884, -1.89687)
H (-7.19951, 1.23971, -0.14487)
H (-6.14850, -1.13110, -1.63159)
H (-6.40174, -0.98708, 0.11334)
H (-3.87389, -0.94991, -0.42020)
N (0.27410, 7.58592, -2.42306)
C (0.20659, 6.47712, -2.13160)
C (0.11427, 5.10016, -1.74611)
C (0.21820, 4.09278, -2.70683)
C (0.06938, 2.76739, -2.33331)
C (-0.17529, 2.45873, -1.00168)
C (-0.25151, 3.45195, -0.03262)
C (-0.10003, 4.77889, -0.40747)
H (0.39994, 4.34967, -3.74153)
H (0.13528, 1.99369, -3.08863)
H (-0.45444, 3.22146, 1.00470)
H (-0.18344, 5.56318, 0.33259)
O (0.93066, -7.15122, -2.20819)
C (0.49015, -6.43257, -1.17597)
O (0.54305, -6.85535, -0.05785)
C (-0.06729, -5.05160, -1.44854)
C (-0.31594, -4.26923, -0.32267)
C (-0.81639, -2.99082, -0.44854)
C (-1.06430, -2.46126, -1.71748)
S (-1.66862, -0.81669, -1.96595)
C (-0.85514, -3.25114, -2.84467)
C (-0.35667, -4.53800, -2.70637)
H (0.86769, -6.70669, -3.05862)
H (-0.11897, -4.69975, 0.64980)
H (-1.05273, -2.42496, 0.43787)
H (-1.07116, -2.85279, -3.82780)
H (-0.22243, -5.12648, -3.60584)

Forces on atoms 1 to 3 (eV/Å):
-0.680 0.352 -0.720
-0.049 -0.031 0.025
0.914 0.220 0.495

Results
Energy relative to the best compared isomer or geometry (same formula, charge and spin), kcal/mol: 10.4
Highest occupied orbital energy, hartree: -0.524
Total charge: +2
E_LUMO, eV: -8.13

Here are the Löwdin charges for atoms 1 to 5, given in e: V -0.15; Se 0.68; P 0.42; Se 0.61; C -0.40

---

Which max |F| belongs to each record? In order, 0.0691; 0.0238; 0.0222; 0.0821; 0.0908; 0.0207 Eh/bohr.
Which molar mass belongs to each record? In order, 92.1; 455.6; 386.8; 174.2; 395.3; 751.5 g mol⁻¹.